1.
66
Properties=species:S:1:pos:R:3:forces:R:3 method="wB97M-V/def2-TZVPD" total_energy_ev=-94933.5508 homo_energy_ev=-7.5 orbital_gap_ha=0.264
Sc 0.69382 -1.70189 -0.04864 0.2 -0.4 0.4
O -2.02479 -5.00324 0.34523 0.0 0.0 0.0
C -1.45498 -3.92589 0.25408 0.1 0.2 0.0
N -0.13952 -3.64647 0.19150 0.1 0.0 0.0
C 0.81168 -4.69185 0.14357 0.2 -0.2 -0.2
C 0.61988 -5.99346 0.60172 0.0 0.1 0.0
C 1.62267 -6.93794 0.44531 0.0 0.0 0.0
C 2.82185 -6.59578 -0.15596 0.1 0.0 0.0
C 3.03525 -5.30167 -0.60271 0.0 0.1 0.1
C 2.03757 -4.34405 -0.45650 -0.2 -0.3 0.0
N 2.16681 -2.99172 -0.85257 -0.2 -0.2 0.0
C 2.93853 -2.68215 -1.91774 -0.1 0.1 0.1
O 3.50030 -3.42477 -2.70692 0.0 0.0 0.0
C 3.08184 -1.18984 -2.08778 0.2 0.1 -0.1
C 3.70448 -0.68883 -3.22133 -0.1 0.0 0.0
C 3.90540 0.67597 -3.31925 0.0 -0.1 0.1
C 3.54241 1.47542 -2.24508 0.0 0.0 0.0
C 2.90553 0.89204 -1.16515 -0.2 0.2 0.2
N 2.63473 -0.41218 -1.09493 -0.2 -0.3 -0.2
C -2.30085 -2.67660 0.16354 -0.3 -0.1 -0.1
C -3.66092 -2.78550 0.41763 0.0 0.0 0.0
C -4.44574 -1.64914 0.38656 0.1 0.0 0.0
C -3.84012 -0.44140 0.06815 -0.1 0.0 0.0
C -2.48972 -0.43093 -0.21971 0.1 0.3 -0.2
N -1.71474 -1.52002 -0.17136 0.1 -0.2 0.1
H -0.31389 -6.26356 1.06415 0.0 0.0 0.0
H 1.46109 -7.94767 0.79978 0.0 0.0 0.0
H 3.60209 -7.33578 -0.27842 0.0 0.0 0.0
H 3.96786 -5.03254 -1.07167 0.0 0.0 0.0
H 4.00222 -1.39218 -3.98551 0.0 0.0 0.0
H 4.35671 1.10257 -4.20496 0.0 0.0 0.0
H 3.73475 2.53882 -2.25069 0.0 0.0 0.0
H 2.59349 1.49184 -0.31836 -0.1 0.0 0.0
H -4.04804 -3.77075 0.63210 0.0 0.0 0.1
H -5.50433 -1.70043 0.60286 0.0 0.0 0.0
H -4.40357 0.48069 0.03651 0.0 0.0 -0.1
H -2.00553 0.49196 -0.51304 0.1 0.0 0.0
Cl -2.36841 4.95579 1.68048 -0.2 0.1 0.0
C -2.42683 4.44181 0.02021 0.3 -0.3 -0.1
C -3.52398 4.85387 -0.71648 0.0 0.0 0.0
C -3.67951 4.46675 -2.03231 -0.1 0.1 0.0
C -2.74198 3.62358 -2.59855 -0.1 0.0 -0.1
C -1.66074 3.19073 -1.86068 0.1 0.0 0.3
Cl -0.57403 2.05671 -2.63582 0.1 0.2 0.3
C -1.42339 3.60738 -0.52433 -0.3 0.1 -0.1
N -0.27786 3.18396 0.12386 -0.2 -0.6 0.0
C 0.12063 3.43846 1.47139 0.3 -0.1 0.3
C 0.76425 4.64900 1.71284 -0.1 -0.1 -0.1
C 1.17796 5.00053 2.98283 0.0 0.1 0.0
C 0.94615 4.13564 4.03665 0.1 0.1 0.1
C 0.35255 2.90790 3.80238 0.1 -0.1 0.0
C -0.03582 2.51125 2.52586 0.0 0.1 -0.4
C -0.70020 1.15309 2.37999 0.1 -0.1 -0.1
C 0.05127 0.07102 1.61767 0.0 0.4 0.2
O 0.24514 -1.06724 2.09787 0.0 -0.2 -0.1
O 0.45075 0.28739 0.42537 -0.3 1.4 -0.3
H -4.26133 5.47991 -0.23376 0.0 0.0 0.0
H -4.52935 4.81583 -2.60067 0.0 0.0 0.0
H -2.84678 3.29780 -3.62389 0.0 -0.1 0.0
H 0.09876 2.32118 -0.24759 0.0 -0.1 0.0
H 0.90544 5.32337 0.87836 0.0 0.0 0.0
H 1.67250 5.94826 3.14788 0.0 0.0 0.0
H 1.24261 4.41043 5.03996 0.0 0.0 0.0
H 0.18398 2.23942 4.63793 0.0 -0.1 0.0
H -1.65792 1.29718 1.86654 0.0 -0.2 0.0
H -0.89804 0.72791 3.36156 -0.1 0.1 0.0

2.
61
Properties=species:S:1:pos:R:3:forces:R:3 method="wB97M-V/def2-TZVPD" total_energy_ev=-65714.6645 homo_energy_ev="-16.7 / -16.7" orbital_gap_ha="0.269 / 0.270" spin_multiplicity=2 charge=+3 relative_energy_kcal_mol=0.0
Ce 0.05900 0.88125 0.08419 0.0 -0.2 -0.2
O 3.41139 -5.40269 2.93461 -0.1 0.0 0.1
C 2.07563 -5.48874 2.84198 0.1 -0.2 -0.4
O 1.46826 -6.40568 3.29747 0.0 0.1 0.2
C 1.34988 -4.39596 2.08175 -0.1 0.0 0.1
C 0.07028 -4.71586 1.62203 0.1 0.0 0.0
C -0.71158 -3.78245 0.97222 0.1 0.0 0.0
C -0.22027 -2.48985 0.79213 -0.2 0.1 -0.1
C 1.05312 -2.16683 1.24945 0.2 0.0 0.1
C 1.84402 -3.11393 1.89164 -0.1 0.1 0.0
N -0.95349 -1.43183 0.17019 -0.1 -0.1 0.0
C -2.15571 -1.56404 -0.24700 0.1 0.1 0.0
C -2.87549 -0.44375 -0.87642 -0.1 -0.1 0.1
C -4.19819 -0.60110 -1.25052 0.1 0.1 0.0
C -4.87247 0.48237 -1.80975 0.0 0.0 0.0
C -4.19870 1.67756 -1.97246 0.1 0.0 0.0
C -2.86916 1.75526 -1.57203 -0.1 0.0 0.0
N -2.21173 0.72713 -1.03406 0.0 -0.1 0.1
H 3.77502 -4.73969 2.33990 0.1 0.1 0.0
H -0.29697 -5.71755 1.80432 0.0 0.0 0.0
H -1.69388 -4.07712 0.63288 0.0 0.0 0.0
H 1.48563 -1.16240 1.15094 -0.1 -0.1 0.0
H 2.81443 -2.81605 2.26764 0.0 -0.1 0.0
H -2.70815 -2.49576 -0.14801 0.0 0.0 0.0
H -4.69601 -1.55014 -1.10461 0.0 0.0 0.0
H -5.90867 0.38524 -2.10539 0.0 0.0 0.0
H -4.68188 2.54540 -2.39862 0.0 0.0 0.0
H -2.32313 2.68663 -1.68709 0.0 0.0 0.0
C -1.60025 3.58224 3.90870 0.1 0.0 0.0
N -0.21909 3.38667 3.42152 0.1 0.0 0.0
C 0.83299 4.07289 3.96598 0.0 -0.1 -0.1
C 2.08815 3.91470 3.49954 -0.1 0.0 0.1
C 2.29711 2.99763 2.43170 0.0 -0.1 0.0
N 1.26092 2.29476 1.92035 0.1 0.4 0.3
C 0.02516 2.53716 2.40668 -0.1 -0.1 0.0
O -0.94086 1.91341 1.84067 -0.1 0.2 0.2
N 3.50854 2.80739 1.93427 0.1 0.0 0.0
H -1.54368 4.08665 4.86826 0.0 0.0 0.0
H -2.07243 2.61243 4.03060 0.0 0.0 0.0
H -2.15419 4.18881 3.19647 0.0 0.0 0.0
H 0.58813 4.74265 4.77832 0.0 0.0 0.0
H 2.90691 4.46684 3.93547 0.0 0.0 0.0
H 4.30364 3.30472 2.30460 0.0 0.0 0.0
H 3.67645 2.17218 1.17280 0.0 0.0 0.0
C 2.98029 1.86249 -3.46021 -0.1 -0.1 0.0
S 1.26246 2.01709 -3.01763 0.1 0.3 0.2
O 1.27200 2.05479 -1.44841 -0.1 -0.1 -0.4
C 0.60455 0.42078 -3.37618 0.0 -0.2 0.0
C 0.94509 -0.68482 -2.59392 0.0 -0.1 0.1
C 0.39494 -1.92202 -2.89154 0.0 0.1 0.0
C -0.48011 -2.04458 -3.96874 0.0 0.0 0.1
C -0.81490 -0.93876 -4.73614 0.0 0.0 0.0
C -0.28092 0.31060 -4.43925 0.0 0.0 0.0
H 3.43228 1.01527 -2.94793 0.0 0.0 0.0
H 3.45745 2.80486 -3.19736 0.0 0.0 0.0
H 3.01561 1.72421 -4.54185 0.0 0.0 0.0
H 1.68032 -0.60242 -1.79203 0.1 0.0 -0.1
H 0.66610 -2.78918 -2.30327 0.0 0.0 0.0
H -0.89012 -3.01440 -4.21671 0.0 0.0 0.0
H -1.49033 -1.04777 -5.57358 0.0 0.0 0.0
H -0.54341 1.17332 -5.03856 0.0 0.0 0.0

3.
17
Properties=species:S:1:pos:R:3:forces:R:3 method="wB97M-V/def2-TZVPD" total_energy_ev=-6852.4551 homo_energy_ev=-7.4 orbital_gap_ha=0.310 relative_energy_kcal_mol=24.8
C 0.88591 1.67991 -0.18322 -0.4 0.8 0.6
N 0.70548 -0.54034 1.63287 0.7 0.6 0.2
C 0.08341 -0.52618 0.42038 -1.9 -0.7 -2.1
C 0.17993 0.41278 -0.57718 0.1 0.7 2.6
C -0.86934 0.63949 -1.58444 -1.6 -1.7 -2.7
C -0.88704 -1.69355 0.21590 -0.1 0.1 0.1
H 1.28231 2.27063 -1.00640 0.3 -0.3 -0.2
H 1.65150 1.50563 0.57940 0.1 0.3 -0.4
H 0.13412 2.37504 0.28098 0.5 -0.5 -0.1
H 0.61203 -1.31636 2.25832 0.0 -0.2 -0.2
H 1.52809 0.02611 1.74251 0.0 -0.1 0.2
H -0.56914 0.91896 -2.61189 0.6 0.6 0.6
H -1.79211 1.21034 -1.39152 0.7 0.6 0.8
H -1.36221 -0.28323 -1.91183 0.2 -0.4 0.4
H -0.41074 -2.47569 -0.37723 0.0 -0.1 0.1
H -1.27670 -2.14137 1.12966 0.5 0.0 0.3
H -1.80024 -1.40829 -0.30125 0.2 0.2 -0.2

4.
11
Properties=species:S:1:pos:R:3:forces:R:3 method="wB97M-V/def2-TZVPD" total_energy_ev=-10166.1566 homo_energy_ev=-12.7 orbital_gap_ha=0.232 charge=+1 relative_energy_kcal_mol=96.6
H 2.65881 1.00834 -0.21731 0.4 0.4 1.3
La 2.11480 1.58548 1.78272 -1.4 -1.2 -2.8
O -1.16655 -1.06808 -0.57050 1.0 -0.5 -0.4
C -1.86144 -0.12005 0.07645 -2.6 -1.4 0.7
C 0.24502 -0.91783 -0.29035 -0.4 -0.1 -0.4
O -3.03987 -0.24780 0.33276 1.6 0.6 -0.6
O -1.09258 0.87079 0.46504 2.9 0.8 0.2
C 0.40222 0.56374 -0.02963 -1.6 1.3 1.6
H 0.82541 -1.25695 -1.15590 -0.2 0.1 0.2
H 0.46242 -1.57586 0.56357 0.1 0.2 -0.1
H 0.45176 1.15821 -0.95683 0.1 -0.3 0.3

5.
16
Properties=species:S:1:pos:R:3:forces:R:3 method="wB97M-V/def2-TZVPD" total_energy_ev=-4330.7343 homo_energy_ev="-14.9 / -14.8" orbital_gap_ha="0.420 / 0.127" spin_multiplicity=2 charge=+1 relative_energy_kcal_mol=11.5
C -1.12676 -0.53756 1.41695 -0.4 -1.2 -1.3
C -1.56365 0.59780 2.30530 0.6 0.1 -0.3
H -1.58992 -1.50849 1.65811 0.0 0.4 0.4
H -1.40521 -0.47289 0.33569 0.1 0.5 0.4
H -0.06046 -0.73260 1.44372 0.4 0.2 0.1
H -1.11005 1.54841 2.00152 -0.2 -0.1 0.0
H -1.16191 0.38729 3.28845 -0.3 0.1 0.4
H -2.63868 0.69937 2.33208 -0.2 0.1 0.1
C 1.73703 0.28794 -1.23098 -1.0 -0.4 0.5
C 0.94723 -0.30018 -2.43084 -0.3 0.4 -0.1
H 2.19794 -0.38488 -0.51244 0.5 0.1 0.2
H 2.53761 0.82336 -1.78928 0.2 -0.4 -0.3
H 0.98739 0.86731 -0.69269 0.1 0.1 0.2
H 0.82426 0.30597 -3.33379 -0.3 -0.1 -0.4
H -0.08006 -0.39517 -2.02785 0.1 0.2 0.0
H 1.50523 -1.18569 -2.76395 0.6 0.1 0.0